#1
The following is a DFT calculation (ωB97M-V with the def2-TZVPD basis set) of 2 unconnected molecules or ions with the total composition H2NO3S.

Output
- LUMO level (alpha / beta) (eV) = 4.3 / 3.7
- E_HOMO (alpha / beta) (hartree) = -0.151 / -0.047
- total charge = -1

Atoms and positions in Å:
N: -1.5482 -0.1457 -1.3805
O: 1.0949 -1.0158 2.2471
O: 2.2806 0.4398 0.6396
O: -0.6846 0.6039 -0.4945
S: 1.1863 -0.5226 0.8601
H: -2.4180 -0.1550 -0.8335
H: 0.0890 0.7954 -1.0383

How is the electron density shared among the atoms? According to Löwdin, the charges in e are: -0.10, -0.60, -0.59, -0.36, 0.67, -0.04, 0.03

#2
The following is a DFT calculation (ωB97M-V with the def2-TZVPD basis set) of a gas-phase ion, H2NO3S (charge -1).

Output
- structure (SMILES) = NS(=O)(=O)[O-]
- LUMO level (eV) = 4.0
- E_HOMO (hartree) = -0.160
- total charge = -1

Atoms and positions in Å:
N: 0.6899 0.5045 -0.7106
S: -0.5850 -0.0624 0.3086
O: -0.8193 -1.9550 -0.0362
O: -0.0162 0.1733 1.6085
O: -1.7590 0.7281 0.0191
H: 1.3845 0.8284 0.0431
H: 1.1051 -0.2170 -1.2324

How is the electron density shared among the atoms? According to Löwdin, the charges in e are: -0.14, 0.53, -0.62, -0.43, -0.41, 0.07, 0.00

Result of the stability comparison: #2 is the most stable of them.

#1
The following is a DFT calculation (ωB97M-V with the def2-TZVPD basis set) of a molecular structure, C5H10O3.

Output
- LUMO level (eV) = 0.3
- E_HOMO (hartree) = -0.374
- total charge = 0

Atoms and positions in Å:
O: 1.1226 1.6861 -0.7613
C: 0.4348 1.0354 -1.5271
O: -0.3161 1.3779 -2.6206
C: 0.3313 -0.4739 -1.2746
C: -0.8743 -0.6263 -0.2719
C: -0.8665 0.2300 0.9671
C: 0.2801 -0.0001 1.9494
O: 0.6316 -1.3783 2.0998
H: 0.8001 1.4158 -2.7008
H: 1.3149 -0.8447 -0.9514
H: 0.0702 -0.8574 -2.2497
H: -1.7373 -0.4770 -0.9373
H: -0.9209 -1.6873 -0.0007
H: -1.7895 0.2117 1.5903
H: -0.7548 1.2954 0.7467
H: 0.1453 0.2717 3.0001
H: 1.1563 0.5945 1.6395
H: 0.9721 -1.7733 1.3025

How is the electron density shared among the atoms? According to Löwdin, the charges in e are: 0.11, -0.61, 0.09, -0.09, -0.17, -0.19, -0.25, -0.08, 0.20, 0.12, 0.11, 0.12, 0.11, 0.13, 0.10, 0.12, 0.11, 0.06

#2
The following is a DFT calculation (ωB97M-V with the def2-TZVPD basis set) of 2 unconnected molecules or ions with the total composition C5H10O3.

Output
- structure (SMILES) = O=CCCCC=O.O
- LUMO level (eV) = 0.6
- E_HOMO (hartree) = -0.363
- total charge = 0

Atoms and positions in Å:
O: -0.7755 -0.8378 2.8061
C: 0.0425 -0.2276 2.1633
C: -0.3226 0.8885 1.2214
C: 0.4956 0.9610 -0.0838
C: 0.6533 -0.3825 -0.8213
C: 1.6389 -1.3609 -0.2597
O: 1.3844 -2.4855 0.0872
H: 1.0875 -0.4859 2.3703
H: -1.3927 0.8906 1.0480
H: 0.0041 1.7267 1.8548
H: -0.0397 1.6549 -0.7369
H: 1.4588 1.4635 0.0428
H: -0.3397 -0.8373 -0.8115
H: 0.9519 -0.2438 -1.8647
H: 2.6844 -1.0251 -0.1117
O: -2.3369 0.2644 -2.6059
H: -2.3844 0.6222 -1.7227
H: -2.8099 -0.5855 -2.5756

How is the electron density shared among the atoms? According to Löwdin, the charges in e are: 0.05, -0.28, -0.14, -0.19, -0.16, -0.29, 0.06, 0.13, 0.12, 0.13, 0.11, 0.11, 0.11, 0.13, 0.13, -0.06, 0.01, 0.05

#3
The following is a DFT calculation (ωB97M-V with the def2-TZVPD basis set) of 2 unconnected molecules or ions with the total composition C5H10O3.

Output
- structure (SMILES) = O=CCCCC=O.O
- LUMO level (eV) = 0.6
- E_HOMO (hartree) = -0.363
- total charge = 0

Atoms and positions in Å:
O: -1.3339 -0.7338 2.0154
C: -1.3391 -0.6227 0.8160
C: -0.3570 0.2293 0.0359
C: 0.9150 0.5223 0.8156
C: 2.2869 0.1622 0.1504
C: 2.1391 -0.5155 -1.1941
O: 2.4242 -1.6743 -1.3472
H: -2.0519 -1.2352 0.2491
H: -0.1673 -0.3326 -0.8823
H: -0.9804 1.0627 -0.3008
H: 1.0013 1.5726 1.0498
H: 0.8682 0.0376 1.7882
H: 2.9236 1.0451 0.1293
H: 2.7955 -0.5925 0.7396
H: 1.8473 0.0965 -2.0682
O: -3.4806 0.2837 -0.9897
H: -3.6928 1.1283 -0.5688
H: -3.7981 -0.4337 -0.4383

How is the electron density shared among the atoms? According to Löwdin, the charges in e are: 0.05, -0.27, -0.15, -0.17, -0.13, -0.30, 0.06, 0.10, 0.10, 0.12, 0.10, 0.10, 0.11, 0.11, 0.13, -0.06, 0.05, 0.03

Result of the stability comparison: #2 is the most stable of them.

#1
The following is a DFT calculation (ωB97M-V with the def2-TZVPD basis set) of C4H9FN2 in the gas phase.

Output
- structure (SMILES) = NC[C@H]1NC[C@H]1F
- LUMO level (eV) = 1.1
- E_HOMO (hartree) = -0.338
- total charge = 0

Atoms and positions in Å:
N: 2.3748 -0.3386 -0.1857
C: 0.9872 -0.8283 -0.1947
C: 0.0255 -0.0190 0.6651
N: -0.3094 1.3376 0.1802
C: -1.5389 0.8426 -0.4653
C: -1.4542 -0.3950 0.4188
F: -1.6768 -1.6146 -0.1959
H: 2.6982 -0.3051 0.7676
H: 2.4442 0.6087 -0.5496
H: 0.6502 -0.8151 -1.2144
H: 1.0066 -1.8931 0.1297
H: 0.3583 -0.0303 1.7140
H: 0.3704 1.7269 -0.4819
H: -2.4282 1.4915 -0.3829
H: -1.4133 0.5750 -1.5190
H: -2.0948 -0.3431 1.3139

How is the electron density shared among the atoms? According to Löwdin, the charges in e are: 0.00, -0.24, -0.29, 0.00, -0.15, -0.27, -0.01, 0.06, 0.06, 0.11, 0.13, 0.14, 0.10, 0.11, 0.12, 0.15

#2
The following is a DFT calculation (ωB97M-V with the def2-TZVPD basis set) of C4H9FN2 in the gas phase.

Output
- structure (SMILES) = [H]/N=C(/N)C[C@H](C)F
- LUMO level (eV) = 0.9
- E_HOMO (hartree) = -0.343
- total charge = 0

Atoms and positions in Å:
H: -2.3784 -1.5415 0.2430
N: -2.6731 -0.5866 -0.1097
C: -1.5806 0.0950 0.0227
N: -1.5428 1.4694 -0.2316
C: -0.2868 -0.4709 0.4919
C: 0.8762 0.2472 -0.2233
C: 2.1261 -0.6623 -0.2487
F: 1.3021 1.5401 0.2833
H: -2.4927 1.8670 -0.3939
H: -0.9881 2.0902 0.3259
H: -0.2343 -0.3023 1.5805
H: -0.2110 -1.5392 0.1719
H: 0.6458 0.3791 -1.3063
H: 1.9905 -1.5926 -0.7017
H: 2.8819 -0.1077 -0.6893
H: 2.5655 -0.8849 0.7855

How is the electron density shared among the atoms? According to Löwdin, the charges in e are: 0.05, 0.09, -0.53, 0.10, -0.10, -0.33, -0.05, -0.06, 0.12, 0.08, 0.14, 0.13, 0.15, 0.06, 0.05, 0.11

Result of the stability comparison: #2 is the most stable of them.

#1
The following is a DFT calculation (ωB97M-V with the def2-TZVPD basis set) of 2 unconnected molecules or ions with the total composition C2H4N3OS.

Output
- LUMO level (eV) = 3.9
- E_HOMO (hartree) = -0.119
- total charge = -1

Atoms and positions in Å:
C: 1.3073 -0.3823 -0.0990
C: 2.5897 -0.4178 0.5149
N: 2.5974 1.7817 0.1823
N: 0.9240 0.7914 -0.4576
N: 3.1273 0.7803 0.5789
O: -0.1725 1.2272 -0.9820
S: -2.5713 0.9285 0.5797
H: 0.7299 -1.2818 -0.2473
H: 3.0865 -1.2856 0.9036
H: -3.1962 1.2172 -0.5485
H: -1.3339 1.0695 -0.1209

How is the electron density shared among the atoms? According to Löwdin, the charges in e are: -0.19, -0.25, 0.11, -0.18, -0.19, -0.28, 0.32, 0.11, 0.06, -0.28, -0.23

#2
The following is a DFT calculation (ωB97M-V with the def2-TZVPD basis set) of a molecular structure, C2H4N3OS.

Output
- LUMO level (eV) = 3.9
- E_HOMO (hartree) = -0.132
- total charge = -1

Atoms and positions in Å:
C: 0.8382 -0.9098 -0.3868
C: 2.1573 -1.0673 -0.6425
N: 1.6453 -0.9765 1.7476
N: 0.5501 -0.9297 1.0478
N: 2.6954 -1.1758 1.1152
O: -0.6324 -0.8303 1.6027
S: -1.1018 2.0269 1.0465
H: -0.1614 -0.9751 -0.9970
H: 2.9168 -0.7081 -1.3713
H: -2.4713 1.7953 0.7804
H: -0.8042 0.5525 1.1756

How is the electron density shared among the atoms? According to Löwdin, the charges in e are: -0.16, -0.05, -0.10, -0.37, -0.03, -0.27, 0.22, 0.13, 0.04, -0.24, -0.18

Result of the stability comparison: #1 is the most stable of them.

#1
The following is a DFT calculation (ωB97M-V with the def2-TZVPD basis set) of 2 unconnected molecules or ions with the total composition C3H4N5.

Output
- LUMO level (eV) = 3.9
- E_HOMO (hartree) = -0.186
- total charge = -1

Atoms and positions in Å:
C: 1.6575 -0.7921 0.7268
C: -2.1072 0.1133 -0.2744
C: -1.4354 1.1013 0.2221
N: 2.6640 0.0763 -0.9781
N: 2.5921 -1.0493 -0.2254
N: 1.2310 0.4673 0.6539
N: 1.8655 0.9218 -0.4390
N: -2.8174 -0.8472 -0.4906
H: -1.7770 2.0147 -0.1293
H: 1.1353 -1.3355 1.4946
H: -0.5400 0.7923 0.6596
H: -2.4683 -1.4628 -1.2201

How is the electron density shared among the atoms? According to Löwdin, the charges in e are: -0.35, -0.30, 0.00, -0.16, -0.11, -0.12, -0.18, 0.09, 0.03, 0.06, -0.03, 0.05

#2
The following is a DFT calculation (ωB97M-V with the def2-TZVPD basis set) of 2 unconnected molecules or ions with the total composition C3H4N5.

Output
- LUMO level (alpha / beta) (eV) = 3.3 / 3.7
- E_HOMO (alpha / beta) (hartree) = -0.159 / -0.160
- total charge = -1

Atoms and positions in Å:
C: 1.5738 -0.2294 0.0160
C: -1.0048 -0.5382 -0.0070
C: -1.8345 0.6615 -0.1036
N: 3.1813 1.0150 0.1623
N: 1.8552 1.0389 0.3455
N: 2.4956 -0.9947 -0.4865
N: 3.5356 -0.1127 -0.4116
N: -1.2718 -1.6880 0.3322
H: -1.9039 1.2140 0.8257
H: -2.8648 0.2158 -0.4043
H: -1.4762 1.2926 -0.8685
H: -2.2855 -1.8747 0.5999

How is the electron density shared among the atoms? According to Löwdin, the charges in e are: -0.32, -0.31, -0.12, -0.19, -0.10, -0.07, -0.18, 0.03, 0.07, 0.10, 0.04, 0.06

Result of the stability comparison: #1 is the most stable of them.

#1
The following is a DFT calculation (ωB97M-V with the def2-TZVPD basis set) of a molecular structure, C2H8N3.

Output
- LUMO level (eV) = -4.4
- E_HOMO (hartree) = -0.516
- total charge = +1

Atoms and positions in Å:
C: -1.1591 -0.4550 -0.3411
C: 1.2491 -0.4464 0.3415
N: -0.1447 -1.1889 -0.1725
N: -1.1958 0.8121 0.2731
N: 1.2444 0.7236 -0.2235
H: -2.1321 -0.7865 -0.8306
H: -1.2212 1.2669 1.4795
H: 0.9261 -0.4040 1.3869
H: 1.8777 -1.3541 0.1664
H: -0.0093 -2.0751 -0.6432
H: -1.7283 1.5827 -0.1257
H: 0.7945 1.6028 -0.0458
H: 1.4987 0.7217 -1.2649

How is the electron density shared among the atoms? According to Löwdin, the charges in e are: -0.18, -0.20, 0.10, 0.01, 0.02, 0.17, 0.30, 0.13, 0.15, 0.15, 0.09, 0.10, 0.16

#2
The following is a DFT calculation (ωB97M-V with the def2-TZVPD basis set) of a gas-phase ion, C2H8N3 (charge +1).

Output
- LUMO level (eV) = -3.8
- E_HOMO (hartree) = -0.480
- total charge = +1

Atoms and positions in Å:
C: -1.5068 1.2936 -0.1098
C: 0.6413 0.6393 -0.8410
N: -0.5174 0.4162 -0.0578
N: -0.5593 -0.6325 0.7625
N: 0.5297 -1.5435 0.8861
H: -1.5513 2.0020 -0.8908
H: -2.3299 1.0371 0.5103
H: 1.4756 1.1894 -0.2216
H: 0.9298 -0.1499 -1.4096
H: 0.3307 1.4130 -1.5669
H: 1.0816 -1.8247 0.1039
H: 0.1128 -2.5014 1.3805
H: 1.3632 -1.3387 1.4543

How is the electron density shared among the atoms? According to Löwdin, the charges in e are: 0.14, -0.02, -0.28, -0.02, 0.10, 0.09, 0.10, 0.17, 0.06, 0.11, 0.13, 0.27, 0.16

#3
The following is a DFT calculation (ωB97M-V with the def2-TZVPD basis set) of 2 unconnected molecules or ions with the total composition C2H8N3.

Output
- LUMO level (eV) = -5.5
- E_HOMO (hartree) = -0.541
- total charge = +1

Atoms and positions in Å:
C: -0.1665 -0.0710 0.3529
C: -0.9571 0.5329 1.2564
N: 0.2694 0.8096 -1.6049
N: 0.4274 -1.1828 0.2101
N: 1.2037 -1.5387 -0.8821
H: -0.7630 0.4281 2.3489
H: -1.9685 0.2298 0.9756
H: -1.0337 1.5876 1.2925
H: 1.2935 0.8725 -1.6668
H: 0.5262 -1.9890 0.8980
H: 0.8505 -1.1763 -1.7072
H: 1.3365 -2.5535 -0.8785
H: -0.0813 1.7160 -1.6572

How is the electron density shared among the atoms? According to Löwdin, the charges in e are: -0.05, -0.03, 0.14, 0.02, 0.10, 0.14, 0.14, 0.10, 0.04, 0.23, 0.05, 0.13, 0.00

#4
The following is a DFT calculation (ωB97M-V with the def2-TZVPD basis set) of 2 unconnected molecules or ions with the total composition C2H8N3.

Output
- LUMO level (alpha / beta) (eV) = -6.2 / -4.3
- E_HOMO (alpha / beta) (hartree) = -0.506 / -0.509
- total charge = +1

Atoms and positions in Å:
C: -1.1700 0.2944 -0.2821
C: 0.0931 0.8251 0.2594
N: 1.8883 -0.7580 -0.1909
N: 1.2765 0.3959 0.1659
N: -1.4436 -0.8979 0.3794
H: -2.0088 1.0377 -0.2162
H: -1.0120 -0.0586 -1.3417
H: -0.6265 3.1237 0.7946
H: 1.4886 -1.4608 -0.7445
H: 2.9097 -0.8143 -0.3589
H: 1.9211 1.0755 0.3585
H: -2.0199 -0.9631 1.2995
H: -1.2966 -1.7997 -0.1231

How is the electron density shared among the atoms? According to Löwdin, the charges in e are: -0.31, 0.05, 0.13, 0.00, -0.01, 0.12, 0.16, 0.19, 0.10, 0.16, 0.14, 0.16, 0.11

Result of the stability comparison: #1 is the most stable of them.